{
  "formula": "C25H25N7O6ReS3",
  "method": "wB97M-V/def2-TZVPD",
  "energy_ev": -83684.5290,
  "multiplicity": 4,
  "charge": 0,
  "relative_energy_ev": 0.5727,
  "e_lumo_ev": [-1.444, -1.997],
  "s2": 3.781,
  "species": ["Re", "O", "C", "C", "C", "C", "C", "C", "C", "O", "N", "N", "C", "C", "C", "C", "C", "C", "N", "H", "H", "H", "H", "H", "H", "H", "H", "H", "H", "C", "C", "C", "C", "C", "C", "C", "S", "O", "O", "N", "C", "C", "O", "O", "H", "H", "H", "H", "H", "H", "H", "H", "H", "S", "C", "N", "C", "N", "C", "N", "S", "H", "H", "H", "H", "H", "H"],
  "coordinates": [[-1.434265, -0.304417, -0.405150], [-5.657759, -0.871021, 3.092906], [-4.564025, -0.993715, 3.862914], [-4.774377, -1.193601, 5.227478], [-3.703951, -1.337350, 6.082973], [-2.394210, -1.286278, 5.607050], [-2.175722, -1.086407, 4.263630], [-3.246419, -0.938009, 3.370408], [-2.951250, -0.725742, 1.956225], [-1.720959, -0.693002, 1.571266], [-3.971465, -0.585010, 1.106360], [-3.493737, -0.429807, -0.146181], [-4.236722, -0.291262, -1.184849], [-3.526989, -0.186899, -2.459363], [-4.175988, -0.125262, -3.679054], [-3.420314, -0.103765, -4.841359], [-2.040512, -0.153847, -4.756148], [-1.447008, -0.198595, -3.505991], [-2.169247, -0.199289, -2.386700], [-5.369031, -0.726255, 2.169460], [-5.794483, -1.231315, 5.583480], [-3.888573, -1.491188, 7.138734], [-1.557681, -1.395202, 6.282670], [-1.169116, -1.025430, 3.875877], [-5.317744, -0.286062, -1.116284], [-5.255959, -0.106578, -3.707039], [-3.909754, -0.054493, -5.804441], [-1.419120, -0.149309, -5.639308], [-0.377339, -0.207976, -3.368521], [5.937365, -1.834691, -4.352676], [4.841809, -1.138225, -3.596927], [4.999760, -0.811655, -2.252774], [3.982604, -0.194176, -1.544085], [2.783347, 0.094885, -2.180701], [2.613881, -0.204107, -3.523348], [3.640421, -0.816563, -4.222160], [1.481595, 0.881821, -1.275481], [0.633016, 1.574357, -2.216133], [2.134757, 1.650842, -0.249617], [0.593214, -0.331754, -0.683908], [1.178097, -1.576673, -0.195987], [0.176960, -2.694527, -0.497998], [0.487251, -3.851838, -0.595847], [-1.070570, -2.251821, -0.644567], [6.916449, -1.590950, -3.942207], [5.928016, -1.557758, -5.406374], [5.814877, -2.918217, -4.294662], [5.934509, -1.039481, -1.755419], [4.111992, 0.074853, -0.504234], [1.697674, 0.077279, -4.024508], [3.511973, -1.040284, -5.274262], [1.335981, -1.535240, 0.888737], [2.125607, -1.814840, -0.675617], [-1.033004, 4.316165, 0.353266], [-1.341371, 2.783031, 0.095309], [-1.583875, 1.639963, -0.095783], [3.170476, 4.010017, 2.494084], [2.202192, 2.955173, 2.325131], [1.775479, 2.128645, 3.283108], [2.321143, 2.278642, 4.512727], [0.588049, 0.979837, 2.983999], [3.152350, 4.637679, 1.606806], [4.189512, 3.628031, 2.619490], [2.917180, 4.639150, 3.350377], [1.876655, 2.729927, 1.394600], [3.124649, 2.856590, 4.681838], [2.013689, 1.642997, 5.224734]],
  "forces_ev_per_a": [[-0.08, 0.05, 0.34], [-0.03, 0.01, 0.11], [-0.09, -0.03, -0.02], [0.02, 0.00, 0.00], [-0.02, -0.01, 0.01], [0.02, 0.01, -0.03], [0.01, 0.00, 0.01], [0.06, 0.01, -0.02], [-0.03, -0.02, 0.07], [0.11, 0.00, 0.18], [0.01, 0.00, -0.11], [0.02, -0.10, -0.13], [0.01, -0.02, 0.03], [-0.01, -0.01, 0.05], [0.04, -0.01, 0.06], [0.00, 0.01, -0.01], [0.02, 0.00, 0.02], [-0.05, 0.04, -0.06], [-0.07, 0.05, -0.19], [0.02, 0.00, -0.07], [-0.01, 0.00, 0.00], [0.00, 0.00, 0.01], [0.00, 0.00, 0.00], [0.01, 0.01, -0.01], [0.00, 0.01, -0.02], [-0.01, 0.00, 0.00], [0.00, -0.01, -0.01], [0.00, 0.00, 0.00], [-0.01, 0.01, -0.02], [0.03, 0.00, -0.02], [-0.01, 0.00, 0.02], [-0.01, 0.00, 0.00], [0.00, 0.00, 0.01], [0.06, 0.02, 0.04], [-0.04, 0.00, 0.00], [-0.01, 0.00, -0.02], [-0.02, -0.10, -0.09], [0.06, 0.03, 0.05], [0.01, 0.03, 0.02], [-0.07, 0.04, -0.21], [0.03, -0.01, 0.13], [-0.09, -0.07, -0.10], [0.07, 0.08, 0.08], [0.03, -0.08, 0.02], [0.00, 0.00, 0.00], [0.00, 0.00, 0.00], [-0.01, 0.00, 0.01], [0.01, 0.00, 0.00], [0.00, 0.00, 0.01], [0.00, -0.01, -0.01], [0.00, 0.00, -0.01], [0.02, -0.03, -0.02], [-0.02, -0.04, 0.00], [0.00, -0.03, -0.01], [0.01, 0.15, 0.08], [0.04, 0.06, -0.14], [0.04, 0.00, 0.01], [-0.05, -0.04, -0.04], [0.04, 0.06, -0.02], [-0.04, 0.04, 0.00], [-0.01, -0.14, 0.04], [0.01, -0.01, 0.00], [0.00, 0.00, 0.02], [0.00, 0.01, -0.01], [-0.01, 0.02, 0.00], [0.00, 0.00, -0.01], [0.01, -0.01, 0.01]],
  "nbo_charge": [1.739, -0.686, 0.452, -0.310, -0.146, -0.265, -0.108, -0.274, 0.646, -0.641, -0.454, -0.230, 0.055, 0.177, -0.215, -0.125, -0.242, 0.121, -0.460, 0.505, 0.225, 0.213, 0.218, 0.249, 0.219, 0.236, 0.232, 0.238, 0.243, -0.632, 0.015, -0.215, -0.166, -0.382, -0.112, -0.234, 2.357, -0.965, -0.966, -0.953, -0.353, 0.787, -0.582, -0.734, 0.220, 0.219, 0.229, 0.217, 0.243, 0.213, 0.213, 0.238, 0.231, -0.066, 0.253, -0.682, -0.427, -0.593, 0.316, -0.810, -0.361, 0.228, 0.187, 0.197, 0.455, 0.389, 0.416]
}